(1)
DFT (wB97M-V/def2-TZVPD) results for a structure of composition C10H14BO3PtTe4.

```
33
Properties=species:S:1:pos:R:3:forces:R:3
Pt 0.92917 0.50685 0.52044 -0.2 0.2 -0.3
Te 3.69711 1.29835 3.50169 0.2 0.1 0.1
Te 5.11121 0.35731 1.37205 0.1 0.1 0.1
Te 3.17591 -0.49667 -0.21771 -0.1 -0.1 -0.1
Te 1.23608 0.46155 3.05778 -0.2 -0.2 0.1
O -1.15338 -1.73026 0.36599 0.1 -0.3 -0.2
O 0.20198 2.71354 0.32316 0.1 0.2 0.0
O 0.65681 -2.12264 -1.00087 -0.3 -0.2 0.0
C 1.18517 3.73353 0.60565 -0.1 0.0 0.1
C -0.26352 -3.16294 -1.14694 0.3 0.2 -0.1
C -1.24243 -5.15868 -1.89482 0.1 0.0 0.0
C 2.32326 3.62299 -0.37422 0.1 0.0 0.0
C -1.34558 -2.92728 -0.32556 -0.1 0.2 0.2
C -2.13196 2.12304 0.24147 -0.1 0.0 0.0
C -0.16904 -4.26949 -1.95384 -0.1 -0.1 0.0
C -2.33598 -4.92350 -1.06750 0.0 0.0 0.0
C -2.41213 -3.79009 -0.25754 0.0 -0.1 -0.1
C -1.09942 3.01390 0.87935 0.1 -0.1 0.0
B 0.06655 -1.26374 -0.08336 0.0 0.1 0.2
H -1.22117 -6.04959 -2.50705 0.0 0.0 0.0
H 1.53273 3.61643 1.63814 0.0 0.0 0.0
H -1.06026 2.87752 1.96571 0.0 0.0 0.0
H -3.25826 -3.59929 0.38704 0.0 0.0 0.0
H -3.10559 2.31047 0.69547 0.0 0.0 0.0
H 0.68716 -4.43629 -2.59170 0.0 0.0 0.0
H -1.30304 4.06758 0.68247 0.0 0.0 0.0
H -3.14821 -5.63711 -1.05088 0.0 0.0 0.0
H -1.90280 1.06541 0.38920 0.0 0.0 0.0
H 0.68800 4.70179 0.52816 0.0 0.0 0.0
H 1.99248 3.82734 -1.39139 0.0 0.0 0.0
H -2.20614 2.31391 -0.82838 0.0 0.0 0.0
H 3.10920 4.33182 -0.11260 0.0 0.0 0.0
H 2.76607 2.62422 -0.34941 0.0 0.0 0.0
```
Positions in Å, forces in eV/Å.

For the frontier orbital gap (alpha / beta), the calculation gives 6.28 / 5.10 eV. Its spin multiplicity is 5. Its expectation value of S² is 6.02. As for the charge: +1.

(2)
DFT (wB97M-V/def2-TZVPD) results for a cluster of 8 separate species, C9H34N8O8 in total at a distorted geometry.

```
59
Properties=species:S:1:pos:R:3:forces:R:3
O 1.46912 -0.77668 -0.91027 0.1 0.3 0.7
O 2.27112 4.79532 0.41773 4.0 -3.0 -2.5
O 1.96312 1.86032 2.54573 -0.2 2.1 -0.7
O -2.90888 -0.30268 1.35673 5.4 1.7 -3.0
O -1.55788 2.64532 -1.82727 5.8 -2.2 0.7
O -1.76288 -4.13268 2.19273 1.9 0.0 0.8
O -2.22788 -2.44668 -2.03127 1.6 -1.4 -1.3
O 1.75512 -3.38868 2.35473 -4.1 5.2 -2.3
N 0.85812 -1.20168 2.13373 2.1 6.7 4.9
N 0.48112 1.87032 -2.64327 2.6 -4.1 -5.2
N 0.10312 -2.65368 0.83273 -1.9 -1.4 -3.8
N 3.12512 2.72032 0.17873 0.2 -5.6 2.5
N -0.87888 0.83632 1.26973 0.7 3.1 2.9
N -1.23888 -0.67868 -0.22627 1.1 -0.9 -4.0
N 0.48212 2.67732 -0.64927 1.5 0.7 4.3
N 4.11112 4.30432 -0.97527 2.9 2.0 -2.0
C 3.18312 3.97132 -0.12227 -4.1 4.7 2.9
C 1.94912 3.01132 3.43673 0.3 -0.6 0.1
C -2.79088 -3.83868 1.35773 -2.0 0.9 -0.8
C -3.86488 -0.82968 -2.19627 -1.2 -0.1 0.6
C -0.23088 2.33732 -1.69627 -7.4 3.9 1.7
C 1.39512 -1.81668 -1.85927 0.3 -0.2 -0.8
C 0.90812 -2.40268 1.82473 5.5 -10.0 1.7
C -1.74288 0.01432 0.75173 -6.7 -1.9 3.7
C -3.35688 -2.11068 -2.82927 -0.2 1.0 1.1
H -3.91788 -3.01068 -2.88427 -1.5 -0.4 0.3
H 0.24412 -3.50368 0.29673 0.0 0.1 0.5
H 1.28412 -1.23268 -0.05927 0.5 0.6 -0.7
H -0.05788 1.22232 0.79173 -0.8 -0.1 0.1
H 2.54412 2.52732 1.03173 1.0 -0.2 -0.9
H -3.08188 -1.89868 -3.81927 0.8 0.4 -1.6
H -0.47788 -0.37268 -0.87327 -0.8 0.4 1.1
H -2.47688 -3.68568 0.31673 -0.1 -0.2 -0.1
H 1.52612 2.59632 -0.46627 -2.0 -0.3 -1.4
H 3.88612 2.00132 0.01573 -1.3 1.6 0.1
H -0.43788 -1.84368 0.34473 0.7 -1.6 1.2
H 0.26412 -0.49468 1.74973 -0.6 0.1 -0.1
H 2.13212 3.97632 2.98473 -0.1 -0.2 -1.1
H -3.33988 -2.94068 1.65473 0.1 0.4 0.0
H -0.13588 1.35132 -3.32327 1.5 0.9 0.6
H 1.49912 1.54632 -2.49027 -2.7 0.6 -0.3
H -4.18288 -0.97768 -1.16527 0.0 -0.3 0.2
H 2.05912 -1.61768 -2.72727 -0.5 0.2 0.5
H 4.98612 3.74932 -1.19427 -1.9 1.0 0.6
H 1.01312 3.04932 3.93973 -0.8 0.1 0.5
H -1.05688 -3.51868 1.89773 -0.4 -0.8 0.7
H 0.03812 3.04932 0.19473 -0.2 0.3 -1.1
H 1.78312 -2.70468 -1.37927 -0.1 -0.6 -0.2
H 2.73712 2.91132 4.15073 0.5 -0.3 0.7
H 1.32812 -0.91368 3.00373 -0.3 -0.5 -0.8
H 0.35212 -1.95468 -2.21227 0.5 -0.1 0.1
H 4.16512 5.32132 -1.02727 0.4 -0.5 -0.5
H -3.54988 -4.59868 1.41873 -0.2 -0.8 -0.3
H -3.03188 -0.15568 -2.12127 0.4 0.5 -0.3
H -1.72288 -3.08868 -2.58927 -0.4 0.6 1.1
H 1.94812 1.08432 3.06873 0.1 -1.0 0.8
H -4.70288 -0.28268 -2.64827 0.3 -0.5 -0.4
H -1.83788 -1.31468 -0.68727 -1.0 -0.6 -0.6
H -1.27188 1.26032 2.11973 0.7 0.2 -0.7
```
Positions in Å, forces in eV/Å.

The SMILES is NC(N)=O.NC(N)=O.NC(N)=O.NC(N)=O.CCO.CO.CO.CO. For the frontier orbital gap, the calculation gives 8.88 eV. The energy above the lowest of the compared OMol25 structures with the same formula, charge and spin is 142.6 kcal/mol.

(3)
DFT (wB97M-V/def2-TZVPD) results for a structure of composition C38H99BrF6FeN10O13S2 at a distorted geometry.

```
170
Properties=species:S:1:pos:R:3:forces:R:3
Br -15.64737 29.92649 3.77372 -0.4 -0.2 0.2
Fe -17.39238 28.07709 4.04653 0.5 0.4 0.2
S -19.82605 26.55310 2.91185 -1.5 -0.3 0.1
S -19.04169 28.19804 1.01275 -0.3 0.8 -3.8
F -21.19237 27.48387 5.05140 -1.1 -0.5 -0.8
F -18.63927 30.85672 1.66571 -0.1 -0.7 -1.3
F -16.94997 29.88724 0.69096 -0.9 0.0 -0.2
F -21.47665 28.66250 3.22771 -0.4 0.4 0.3
F -18.67232 30.47507 -0.56734 0.4 -0.9 2.4
F -22.43497 26.73591 3.40119 -0.3 0.0 0.3
O -13.99089 29.24903 -1.81445 1.1 0.5 0.0
O -13.79973 32.50414 8.78346 -0.4 -0.8 1.1
O -18.31307 27.28048 0.17423 0.4 0.8 0.3
O -15.64556 24.77897 5.28710 0.5 -0.9 0.7
O -18.38405 36.61689 2.96943 -0.5 1.3 0.7
O -15.95434 33.73938 -0.03645 -0.2 0.7 -0.8
O -11.08899 25.27103 4.87153 -0.7 -0.5 -0.3
O -19.32390 25.88595 4.09528 0.9 0.5 -0.6
O -10.91263 31.00207 1.28325 -0.2 0.5 0.4
O -20.45122 28.30136 0.69806 0.8 0.6 0.8
O -20.34023 25.72737 1.81185 1.5 1.9 2.0
O -16.54910 24.27951 1.47669 1.4 0.1 -0.1
O -18.75780 30.69565 7.71900 0.1 -0.4 1.3
N -19.17597 29.04937 5.25217 0.2 -0.4 -0.2
N -11.76365 27.57293 6.27658 -0.8 0.5 1.1
N -15.35701 29.29103 -4.39772 0.2 -0.3 0.3
N -12.79587 30.29459 5.95927 -0.8 0.5 -0.6
N -16.27718 26.39250 3.19401 0.5 -0.9 -0.2
N -19.05399 35.66412 0.28145 -1.0 0.8 0.4
N -12.84172 32.51005 4.13107 -1.1 0.3 -0.6
N -16.96044 27.28902 5.94320 -0.1 -0.1 0.7
N -16.30903 34.67214 5.23796 1.1 0.7 -0.3
N -18.72747 27.92728 2.54718 -2.9 -2.4 0.4
C -10.79335 27.59235 5.20427 1.0 -1.9 1.1
C -10.09718 26.15982 5.28361 -0.2 1.6 -1.0
C -19.08178 37.90435 2.87807 1.5 -1.5 -0.6
C -15.80943 32.92581 1.08875 0.7 0.7 0.3
C -18.28903 34.49277 0.05054 -0.3 -1.4 -1.5
C -18.69459 33.75562 -1.27472 1.1 -0.1 1.0
C -18.27089 33.97369 4.17879 0.5 0.3 -2.0
C -19.12568 30.50093 5.31403 -1.3 1.2 1.7
C -15.30896 25.50030 6.46755 -0.2 1.1 0.0
C -11.37258 31.18441 7.61746 -1.9 0.0 0.7
C -16.82362 34.83848 0.14045 0.4 0.1 -0.6
C -15.26120 30.49400 -3.55624 0.4 -1.7 0.5
C -17.08844 34.98461 4.03859 -1.5 -1.2 1.4
C -17.89578 31.25816 8.71886 -0.8 -0.6 0.3
C -18.27013 31.05051 6.47476 0.3 0.0 -1.5
C -21.37878 27.44235 3.70678 1.6 -0.7 -1.0
C -18.28885 29.99183 0.67241 0.2 -0.2 0.0
C -10.95141 33.59733 3.01228 0.9 -0.7 -0.3
C -12.90610 30.71134 7.33834 3.1 0.4 1.1
C -16.54442 22.91663 1.04816 -1.6 0.5 0.4
C -15.19086 24.68558 1.79580 -0.6 0.5 -0.1
C -9.78851 28.68087 5.47582 0.0 0.7 -0.7
C -10.81070 23.89216 4.88360 0.4 0.0 0.2
C -10.53489 29.71406 0.87662 -0.2 -0.1 0.1
C -11.58710 31.03862 2.54266 0.5 1.6 0.2
C -13.92856 28.58311 -0.56671 -0.4 -0.5 -0.5
C -15.53544 27.01761 6.25457 -0.1 0.0 1.0
C -14.68863 33.60264 8.90621 1.1 0.2 0.6
C -15.06923 30.13111 -2.02762 -0.9 -0.6 -1.0
C -15.15268 26.15107 2.28451 0.1 1.2 -1.4
C -13.86969 31.85879 7.55297 0.5 0.2 -1.5
C -15.28826 27.86740 7.53462 1.1 -1.2 -0.6
C -17.56004 36.42752 4.10000 0.3 -0.4 0.2
C -16.58010 31.17313 -3.75705 -0.1 1.6 0.3
C -15.17199 23.43051 5.26284 0.2 -0.7 -0.4
C -13.80950 26.56179 2.91696 -0.3 -0.8 -0.9
C -20.61793 30.94683 5.48847 0.6 1.8 -0.6
C -12.04915 32.52934 2.89863 0.4 -0.6 0.5
H -13.18836 29.81013 7.88262 0.1 0.2 1.0
H -14.48782 34.29563 8.08918 -0.6 0.1 -0.3
H -18.88985 33.96644 3.28161 -0.4 0.4 0.1
H -16.77862 31.29490 -4.82188 0.1 0.0 0.1
H -21.18709 30.55137 6.32976 0.5 -0.6 0.0
H -18.01715 32.34135 8.72738 0.4 0.1 -0.2
H -15.37425 26.74419 1.39725 0.2 0.3 -0.1
H -11.17289 31.65306 8.58109 -0.3 -0.5 0.4
H -17.56370 22.66204 0.75772 -0.2 0.3 0.0
H -10.71161 30.32912 7.47708 0.1 0.3 -0.2
H -16.65891 35.45359 1.02510 0.2 -0.6 0.9
H -8.96463 28.67067 4.76223 0.1 -0.3 0.1
H -14.94402 32.30111 0.86762 -0.4 -0.6 0.2
H -12.39634 26.78625 6.24611 0.0 -0.2 -0.5
H -13.57370 25.75332 3.60897 0.4 0.4 0.6
H -14.38250 34.11024 9.82094 0.1 0.0 0.0
H -14.18083 23.30692 4.82645 0.5 0.7 0.4
H -12.42744 30.35368 2.65574 -0.7 0.1 -0.8
H -15.08555 31.00702 -1.37908 0.4 0.2 0.1
H -16.05712 28.71494 -3.95266 -0.4 -0.3 -0.1
H -16.72479 32.40893 1.37693 0.2 -0.3 0.0
H -11.39869 27.82396 4.32790 0.6 -0.5 -0.6
H -9.84568 29.72076 0.03219 -0.1 0.5 -0.1
H -17.24225 30.71401 6.33937 0.3 -0.4 0.0
H -15.72450 22.78203 4.58290 -0.9 0.6 0.0
H -18.01762 36.58676 5.07641 -1.0 -0.2 0.0
H -19.64537 37.75866 1.95652 -0.6 0.4 0.4
H -18.06082 32.87143 -1.34285 0.0 -0.1 0.0
H -14.28638 25.32483 6.80168 0.2 -0.1 -0.2
H -18.44409 34.31591 -2.17552 -0.4 0.3 0.0
H -16.15641 33.67421 5.26863 -0.2 -0.4 0.1
H -16.95573 25.78930 2.75150 -1.1 0.2 -0.2
H -15.73513 33.35116 9.07859 -0.1 -0.3 -0.6
H -13.65121 31.94866 3.90822 -0.8 0.2 -0.3
H -12.71306 32.86975 2.10400 -0.1 -0.2 -0.1
H -14.42897 31.06247 -3.97138 0.0 0.3 0.3
H -17.23776 27.81534 6.75940 -0.4 1.1 -0.3
H -20.12869 28.91942 4.94308 0.6 -0.2 -0.8
H -9.15581 26.07108 4.74135 -0.1 0.0 -0.8
H -18.67619 30.87871 4.39569 -0.2 0.1 -0.1
H -16.38342 22.30483 1.93578 0.8 -0.4 -0.3
H -10.95851 30.66134 3.34928 0.8 0.2 0.2
H -15.96849 22.72473 0.14285 0.7 0.0 0.4
H -19.36527 28.68582 6.17526 0.6 0.0 0.8
H -12.29719 29.41630 5.96513 0.0 -0.2 0.0
H -11.26415 34.62105 3.21793 -0.7 -0.2 0.0
H -14.88918 27.43327 5.48148 -0.1 -0.2 -0.3
H -17.45324 30.70561 -3.30193 0.2 -0.5 0.1
H -15.97950 25.22730 7.28238 -0.1 -0.4 0.2
H -14.27090 27.65217 7.86135 0.1 0.3 0.3
H -13.98121 29.20110 0.32962 -0.1 0.4 -0.1
H -10.00571 29.20413 1.68163 -0.1 -0.3 0.2
H -16.73439 37.13234 4.19820 0.5 0.2 -0.8
H -18.74930 36.00203 1.18316 -0.2 0.3 0.2
H -21.18522 30.84107 4.56376 0.0 -0.5 0.0
H -18.18423 30.90499 9.70889 -0.4 -0.1 -0.1
H -10.38747 23.61203 5.84823 0.0 -0.2 0.1
H -17.55331 26.49911 6.15449 0.0 -1.0 -0.8
H -16.00121 25.75106 3.92373 -0.3 0.2 1.0
H -16.51661 32.15343 -3.28473 -0.2 0.3 -0.1
H -10.27098 29.63995 5.28743 0.0 0.1 0.4
H -17.80102 32.99445 4.08710 0.0 -0.3 0.6
H -18.32732 38.66311 2.67030 0.0 0.3 0.2
H -20.66408 32.02488 5.64267 0.2 0.2 0.1
H -19.64493 38.13399 3.78263 -0.2 -0.1 -0.2
H -11.30575 27.49522 7.17346 0.2 0.1 0.2
H -15.38309 34.98795 4.98695 0.6 0.3 0.6
H -10.22735 33.36622 3.79359 0.0 -0.3 0.2
H -15.19310 22.91095 6.22081 -0.1 0.4 0.3
H -11.42719 29.17668 0.55547 0.0 -0.4 0.2
H -18.88818 34.10087 5.06811 0.3 0.0 0.0
H -9.40088 28.65267 6.49417 0.0 -0.1 0.0
H -13.78265 27.57759 3.31133 -0.5 -0.2 0.4
H -13.70818 30.06583 5.59121 -0.4 0.0 -0.3
H -14.72185 27.83676 -0.52509 -0.5 0.0 0.2
H -15.98169 27.60316 8.33300 0.0 -0.1 0.1
H -9.76319 26.03695 6.31387 -0.4 -0.2 0.5
H -13.00276 26.57657 2.18412 0.0 -0.3 -0.3
H -14.78818 24.05234 2.58634 0.1 -0.4 0.0
H -12.55511 31.92478 4.90270 1.4 -0.1 0.0
H -10.36474 33.63677 2.09448 0.0 -0.1 -0.2
H -16.56519 35.60439 -0.59078 -0.1 -0.3 -0.8
H -18.18421 32.13533 6.41245 -0.3 0.3 -0.3
H -11.18507 32.01913 6.94205 0.1 -0.4 -0.5
H -19.72104 33.39156 -1.23031 0.0 0.4 -0.2
H -18.85775 36.38485 -0.39836 0.1 0.1 -0.2
H -15.36887 28.92823 7.29742 0.0 0.0 -0.1
H -13.56568 32.61203 6.82613 -0.3 0.1 -0.7
H -16.87344 30.90422 8.58605 0.2 0.4 -0.3
H -14.60050 24.61438 0.88229 0.3 -0.2 0.1
H -13.01267 27.99350 -0.52673 0.2 0.3 -0.2
H -14.84784 31.46450 7.27756 -0.6 0.3 0.2
H -16.51337 34.76823 3.13827 -0.3 0.2 -0.2
H -11.72043 23.31999 4.70164 -0.2 0.3 0.2
H -18.55207 33.78266 0.83454 0.1 -0.1 0.3
H -14.52041 28.72682 -4.35459 0.3 0.1 0.1
H -15.48948 33.58667 1.89436 0.0 -0.2 0.6
H -10.12505 23.58346 4.09449 0.3 0.2 -0.1
H -15.96713 29.55461 -1.80509 -0.5 0.0 0.2
```
Positions in Å, forces in eV/Å.

For the frontier orbital gap (alpha / beta), the calculation gives 8.28 / 8.27 eV. The energy above the lowest of the compared OMol25 structures with the same formula, charge and spin is 0.0 kcal/mol. Its spin multiplicity is 5. Its expectation value of S² is 6.01.

(4)
DFT (wB97M-V/def2-TZVPD) results for the molecule C3H4BrN3O at a distorted geometry.

```
12
Properties=species:S:1:pos:R:3:forces:R:3
Br -3.10166 1.12292 -0.61937 -0.4 0.0 -0.3
O 2.12901 -0.11202 0.90849 0.8 -0.5 0.2
N -0.91833 1.48374 1.20303 -1.1 0.0 -0.2
N 0.33237 1.19093 1.40455 0.7 -0.3 -0.2
N 0.27000 -0.10897 -0.47842 -2.8 1.6 0.7
C 1.01126 0.18241 0.55020 -0.5 0.7 0.3
C -1.59712 0.97912 0.31847 3.0 -1.0 -0.1
C 0.27479 -1.30680 -1.24226 0.2 -0.4 0.0
H -0.24079 -1.11930 -2.18287 0.1 -0.2 -0.1
H -0.22122 -2.13148 -0.71345 0.1 0.1 -0.1
H 0.75324 1.42752 2.29390 -0.1 0.0 -0.2
H 1.30845 -1.60807 -1.44227 0.0 0.0 -0.1
```
Positions in Å, forces in eV/Å.

For the frontier orbital gap, the calculation gives 8.20 eV. The energy above the lowest of the compared OMol25 structures with the same formula, charge and spin is 70.8 kcal/mol.

DFT total energy for every record listed, in sequence, given in a.u.: -1831.235191, -1403.165319, -8265.991128, -2930.112316.